{"formula": "C17H43N2O5Y", "method": "ωB97M-V/def2-TZVPD", "relative_energy_kcal_mol": 29.7, "energy_ha": -1197.634377, "charge": 0, "species": ["Y", "C", "C", "C", "O", "H", "H", "H", "H", "H", "H", "H", "C", "C", "C", "O", "H", "H", "H", "H", "H", "H", "H", "C", "C", "C", "O", "H", "H", "H", "H", "H", "H", "H", "C", "C", "C", "O", "C", "N", "H", "H", "H", "H", "H", "H", "H", "H", "H", "H", "H", "C", "C", "C", "O", "C", "N", "H", "H", "H", "H", "H", "H", "H", "H", "H", "H", "H"], "xyz": [[-11.081921, -8.916023, -12.452812], [-14.469451, -7.162607, -10.156470], [-14.414133, -8.251517, -11.218374], [-15.627376, -8.251944, -12.142724], [-13.223667, -8.169714, -11.944325], [-14.308142, -6.159311, -10.543196], [-13.795952, -7.434711, -9.339870], [-15.465597, -7.242958, -9.700930], [-14.425612, -9.209317, -10.678984], [-16.594152, -8.280480, -11.629066], [-15.622600, -9.107181, -12.818442], [-15.667228, -7.316953, -12.712166], [-6.430821, -9.371384, -13.255322], [-7.861745, -9.911434, -13.327065], [-7.927414, -11.407536, -12.979968], [-8.805051, -9.154696, -12.651798], [-6.046147, -9.162148, -12.256130], [-6.377518, -8.429261, -13.811278], [-5.789232, -10.064474, -13.804373], [-8.086271, -9.861579, -14.411954], [-8.936839, -11.717020, -12.715889], [-7.244785, -11.613734, -12.149745], [-7.638887, -12.026286, -13.833480], [-11.552652, -13.424414, -12.403713], [-12.431988, -12.318805, -13.048892], [-13.761848, -12.179807, -12.275137], [-11.773709, -11.101633, -13.148911], [-11.477672, -13.372870, -11.315114], [-10.501107, -13.291900, -12.679791], [-11.887546, -14.356047, -12.861806], [-12.619480, -12.612056, -14.094180], [-14.499181, -11.825007, -13.000943], [-13.537851, -11.517352, -11.443728], [-14.173556, -13.153965, -11.999675], [-12.983135, -6.929854, -15.091909], [-12.803064, -8.443951, -15.124739], [-13.210312, -9.041668, -16.466636], [-14.451606, -8.499748, -16.923006], [-15.576304, -9.218528, -16.433623], [-11.353598, -8.678191, -14.839662], [-12.570932, -6.499849, -16.015127], [-12.407190, -6.495675, -14.276734], [-14.014406, -6.586674, -15.071911], [-13.340703, -8.990971, -14.347898], [-13.338364, -10.126995, -16.433756], [-12.523727, -8.721917, -17.256418], [-15.513528, -9.474010, -15.373782], [-15.690327, -10.085254, -17.090086], [-16.468345, -8.599402, -16.529901], [-11.255220, -9.671008, -15.091459], [-10.827819, -8.290472, -15.628267], [-10.824047, -5.703425, -9.110064], [-11.018144, -6.368811, -10.485104], [-10.087896, -5.878957, -11.565920], [-10.217592, -6.608045, -12.792937], [-9.362767, -6.128413, -13.832740], [-10.772896, -7.825765, -10.277868], [-11.006274, -4.627732, -9.114953], [-9.770152, -5.825814, -8.838507], [-11.443861, -6.188106, -8.360429], [-12.067070, -6.282298, -10.766019], [-9.037726, -6.011891, -11.271981], [-10.258475, -4.805288, -11.693436], [-9.870429, -6.147533, -14.797132], [-8.535828, -6.844796, -13.896694], [-9.050421, -5.112681, -13.597043], [-9.806681, -7.965946, -9.966845], [-11.304477, -8.054636, -9.440707]], "forces_ev_per_angstrom": [[-0.6980, -1.8852, -0.6492], [-0.9893, -0.8464, 0.4722], [0.7332, -0.2666, -0.4421], [-0.4430, 0.5178, -0.0664], [1.4206, -0.4101, -0.3758], [0.0754, 0.0401, -0.0294], [0.3425, 0.3854, -0.1160], [0.0422, 0.4398, 0.0203], [-0.1614, -0.1228, 0.1363], [0.1797, -0.1537, 0.3366], [0.2487, 0.0514, -0.0959], [0.2480, -0.1143, -0.2108], [-0.1953, 0.3466, -0.4399], [-0.3994, -0.3040, -0.7034], [0.2983, 0.1013, 0.1963], [-1.3591, 0.4046, 0.6070], [-0.1192, -0.3545, 0.1305], [-0.0463, 0.0575, 0.1037], [0.2115, -0.0379, 0.2660], [-0.0977, -0.0007, -0.0422], [-0.0794, 0.2091, 0.0772], [-0.1379, -0.1829, 0.0577], [0.2209, 0.0502, 0.0413], [0.5016, 0.7709, -0.8540], [0.6537, 0.0866, 0.3503], [0.3163, -0.6103, -1.4679], [0.7538, 2.2009, 0.9278], [-0.7565, -0.3261, 0.0700], [-0.1649, 0.0516, -0.4884], [0.0268, -0.3917, 0.7825], [-0.2893, -0.4615, 0.1423], [-0.0660, 0.7673, 0.4621], [-0.5337, 0.0353, 0.1641], [0.2850, -0.0019, 0.4991], [-0.0328, 0.1223, -0.4837], [0.1284, 0.4419, 0.0977], [-0.8928, 0.6958, -0.6729], [-0.0881, 0.1558, 0.6093], [-0.0500, 0.2294, -0.4883], [-0.3180, -1.2807, -1.7253], [0.0534, -0.1441, -0.0345], [-0.2702, -0.0545, 0.2590], [-0.0431, -0.2002, 0.2663], [-0.1113, 0.4420, 0.2275], [0.5637, -0.1246, 0.0757], [0.3645, -0.3194, 0.1418], [0.2669, -0.2292, -0.0378], [-0.2259, -0.3287, 0.4294], [0.1245, 0.1398, -0.1945], [0.2670, -0.2290, 0.7975], [0.0514, 0.6013, 0.4842], [0.8774, 0.4999, -0.8493], [-0.1405, -0.7070, 0.8563], [0.7469, 0.3124, 0.0401], [-1.3236, 0.4447, 0.4138], [0.3238, -0.7086, 0.0993], [0.3749, -0.0205, 0.4791], [-0.2404, -0.0517, -0.0206], [-0.0713, -0.0394, 0.2364], [-0.1270, 0.0624, -0.0190], [0.1025, -0.0300, -0.3872], [-0.0581, 0.1062, 0.3446], [-0.0498, -0.0377, -0.3642], [-0.3260, 0.1047, 0.2091], [0.1903, 0.3771, 0.0865], [0.1724, -0.0386, -0.1302], [0.0246, 0.1890, -0.2590], [-0.2855, -0.4272, -0.3489]], "lowdin_charge": [1.610, -0.074, -0.593, -0.064, -0.380, 0.078, 0.062, 0.077, 0.116, 0.072, 0.056, 0.077, -0.078, -0.616, -0.064, -0.379, 0.073, 0.059, 0.073, 0.114, 0.038, 0.074, 0.075, -0.070, -0.598, -0.062, -0.386, 0.073, 0.047, 0.070, 0.116, 0.062, 0.065, 0.068, -0.039, -0.408, -0.185, -0.199, -0.092, -0.022, 0.088, 0.059, 0.083, 0.109, 0.129, 0.131, 0.077, 0.090, 0.088, 0.087, 0.106, -0.039, -0.401, -0.172, -0.307, -0.056, -0.023, 0.084, 0.085, 0.078, 0.107, 0.144, 0.139, 0.082, 0.088, 0.095, 0.106, 0.094]}